## P
{
  "formula": "C5H8N2O2S",
  "method": "ωB97M-V with the def2-TZVPD basis set",
  "mol_weight_da": 160.2,
  "lumo_ha": 0.0204,
  "species": ["C", "C", "N", "C", "O", "S", "N", "C", "C", "O", "H", "H", "H", "H", "H", "H", "H", "H"],
  "positions_angstrom": [[2.5504, -0.4373, 1.3068], [1.5037, -0.9206, 0.5164], [0.3453, 0.0602, 0.1970], [0.0726, 1.1966, 0.9380], [0.7089, 1.6479, 1.8564], [-1.4242, 1.9582, 0.2839], [-1.5690, 0.6442, -0.8160], [-2.7670, 0.4525, -1.6821], [-0.6061, -0.3364, -0.7025], [-0.6788, -1.3641, -1.3365], [2.8646, 0.3827, 0.9244], [2.1088, -0.0994, 2.2407], [3.4726, -1.3135, 1.4857], [1.7484, -1.2391, -0.4098], [0.8662, -1.9066, 0.9420], [-2.4192, -0.3553, -2.4284], [-2.9174, 1.3431, -2.2809], [-3.8599, 0.2868, -1.0351]],
  "lowdin_charge": [-0.11, -0.19, 0.03, -0.69, 0.03, 1.06, -0.41, -0.09, -0.58, 0.08, 0.01, 0.08, 0.19, 0.07, 0.19, 0.11, 0.05, 0.15]
}

## Q
{
  "formula": "C5H8N2O2S",
  "method": "ωB97M-V with the def2-TZVPD basis set",
  "mol_weight_da": 160.2,
  "lumo_ha": [-0.0124, -0.0124],
  "species": ["C", "C", "N", "C", "N", "O", "O", "S", "C", "C", "H", "H", "H", "H", "H", "H", "H", "H"],
  "positions_angstrom": [[-1.2357, 1.4197, -0.4019], [0.0176, 0.3535, 0.5139], [1.1724, 0.8950, 0.9400], [2.3319, 0.1444, 0.7916], [3.2754, 0.8789, -0.1427], [3.1643, 2.0951, -0.0177], [3.9108, 0.2364, -0.9368], [1.8599, -1.5938, 0.3501], [0.0546, -1.1636, 0.4419], [-0.6419, -1.8562, -0.6889], [-1.0257, 2.4520, -0.1050], [-2.2713, 1.3032, -0.2470], [1.3183, 1.8870, 0.8477], [3.0018, -0.0791, 1.7315], [-0.3942, -1.4523, 1.4394], [-0.3271, -1.4134, -1.6466], [-1.7142, -1.5290, -0.5564], [-0.6653, -2.9700, -0.7503]],
  "lowdin_charge": [0.06, -0.16, 0.01, -0.49, -0.38, 0.07, 0.10, 0.96, -0.60, -0.16, -0.04, -0.06, 0.14, 0.15, 0.13, 0.08, 0.09, 0.09]
}

Most stable: P. Least stable: Q.

## P
{
  "formula": "C4H9N2O2",
  "method": "ωB97M-V with the def2-TZVPD basis set",
  "mol_weight_da": 117.1,
  "lumo_ha": 0.1345,
  "total_charge": -1,
  "species": ["C", "C", "C", "N", "N", "C", "O", "O", "H", "H", "H", "H", "H", "H", "H", "H", "H"],
  "positions_angstrom": [[0.4528, -0.0322, -1.4882], [-0.1489, -0.1515, -0.0751], [-0.2234, 1.1938, 0.6715], [-0.6132, 2.3859, -0.0778], [0.4966, -1.1620, 0.6751], [-0.1110, -2.3576, 1.1859], [0.7112, -3.1393, 1.7047], [-1.3511, -2.3837, 1.1042], [0.4642, 0.9686, -1.9679], [-0.1010, -0.6976, -2.1530], [1.4933, -0.3976, -1.5316], [-1.1948, -0.4003, -0.2287], [-0.8415, 1.0529, 1.5662], [0.7741, 1.3594, 1.0933], [0.1331, 2.6496, -0.6957], [-1.4122, 2.1643, -0.6506], [1.4717, -1.0528, 0.8678]],
  "lowdin_charge": [-0.07, -0.42, -0.26, -0.02, 0.04, -0.81, -0.10, -0.08, 0.05, 0.06, 0.07, 0.12, 0.11, 0.10, 0.04, 0.06, 0.11]
}

## Q
{
  "formula": "C4H9N2O2",
  "method": "ωB97M-V with the def2-TZVPD basis set",
  "mol_weight_da": 117.1,
  "lumo_ha": 0.1411,
  "total_charge": -1,
  "species": ["C", "C", "C", "N", "N", "C", "O", "O", "H", "H", "H", "H", "H", "H", "H", "H", "H"],
  "positions_angstrom": [[1.2010, 1.4856, 0.8217], [0.4615, 0.4120, 0.0102], [-1.0727, 0.6345, 0.0996], [-1.7961, -0.0617, -0.9711], [0.8555, -0.9446, 0.2702], [0.3492, -2.0379, -0.5647], [-0.3435, -2.8875, 0.0241], [0.6929, -1.9677, -1.7606], [0.6647, 1.6782, 1.7578], [1.1522, 2.4473, 0.3106], [2.2098, 1.1049, 0.9713], [0.7161, 0.6155, -1.0392], [-1.3650, 0.2873, 1.0956], [-1.2637, 1.7106, 0.0123], [-1.0924, -0.3708, -1.6451], [-2.1104, -0.9735, -0.6522], [0.7408, -1.1322, 1.2593]],
  "lowdin_charge": [-0.08, -0.44, -0.26, 0.00, 0.04, -0.82, -0.08, -0.08, 0.06, 0.06, 0.07, 0.13, 0.11, 0.09, 0.04, 0.05, 0.10]
}

## R
{
  "formula": "C4H9N2O2",
  "method": "ωB97M-V with the def2-TZVPD basis set",
  "mol_weight_da": 117.1,
  "lumo_ha": 0.0505,
  "total_charge": -1,
  "species": ["N", "C", "C", "N", "C", "C", "O", "O", "H", "H", "H", "H", "H", "H", "H", "H", "H"],
  "positions_angstrom": [[2.0767, 1.2830, -0.1908], [1.8098, 0.0600, 0.4532], [0.2890, -0.2569, 0.4227], [-0.4694, 0.9142, 0.1696], [-1.8207, 0.6398, -0.4053], [-2.4097, -0.6481, 0.1279], [-3.0127, -0.5510, 1.2173], [-2.1229, -1.6945, -0.5867], [2.3350, 1.0794, -1.1522], [2.0165, -0.0390, 1.4886], [2.7770, -1.5415, 0.0930], [2.3228, -0.7252, -0.1173], [-0.0903, -0.8678, 1.2856], [0.2248, -1.0627, -0.3910], [0.0726, 1.4779, -0.4703], [-2.3741, 1.5213, -0.2864], [-1.6247, 0.4112, -1.6579]],
  "lowdin_charge": [0.01, -0.40, -0.26, -0.08, -0.16, -0.75, -0.07, -0.15, 0.02, 0.08, 0.23, -0.01, 0.13, 0.12, 0.07, 0.07, 0.16]
}

Most stable: Q. Least stable: R.

## P
{
  "formula": "CH11O5",
  "method": "ωB97M-V with the def2-TZVPD basis set",
  "mol_weight_da": 103.1,
  "lumo_ha": 0.1471,
  "total_charge": -1,
  "species": ["C", "O", "H", "H", "H", "H", "H", "O", "H", "H", "O", "H", "H", "O", "H", "H", "O"],
  "positions_angstrom": [[0.5735, 1.5977, -0.8701], [-0.3776, 0.6251, -0.5405], [1.4386, 0.9706, -1.1178], [0.1782, 2.1242, -1.5607], [0.7490, 2.1228, 0.0324], [-0.0078, -2.8032, 1.4051], [0.9019, -2.4196, 0.1506], [0.9009, -2.6860, 1.1166], [-0.1036, -0.8389, -0.8694], [0.8900, -1.2278, -1.9749], [0.4453, -1.6336, -1.2914], [-2.5931, 1.4876, 0.9004], [-1.5341, 1.6295, -0.0864], [-2.4583, 2.0098, 0.1514], [0.1194, 0.2521, 1.0239], [0.4331, -1.0766, 1.6807], [0.4448, -0.1339, 1.8501]],
  "lowdin_charge": [-0.22, -0.42, 0.08, 0.00, 0.07, 0.04, 0.02, -0.11, 0.04, -0.02, -0.11, -0.04, 0.00, -0.13, -0.04, -0.05, -0.10]
}

## Q
{
  "formula": "CH11O5",
  "method": "ωB97M-V with the def2-TZVPD basis set",
  "mol_weight_da": 103.1,
  "lumo_ha": 0.1416,
  "total_charge": -1,
  "species": ["C", "O", "H", "H", "H", "H", "H", "O", "H", "H", "O", "H", "H", "O", "H", "H", "O"],
  "positions_angstrom": [[-0.4419, -1.2261, 1.0410], [-0.1210, -0.2843, -0.0010], [-1.2021, -0.8160, 1.7729], [-0.9638, -2.0601, 0.5184], [0.4589, -1.2290, 1.6522], [1.0157, -0.3213, -1.4605], [1.0100, 1.1742, -1.8613], [1.3961, 0.3288, -2.0970], [-1.0892, -0.1357, -1.2328], [-1.0016, 0.2531, -2.8170], [-1.6012, 0.1904, -2.0720], [3.0384, 0.5600, 2.2382], [2.2465, -0.6413, 1.7675], [3.0290, -0.3994, 2.2815], [-1.3142, 1.1694, 0.3603], [-2.4509, 1.5570, -0.4461], [-2.0088, 1.8802, 0.3557]],
  "lowdin_charge": [-0.25, -0.46, 0.06, 0.07, 0.03, 0.00, 0.02, -0.12, -0.01, -0.01, -0.16, 0.03, 0.00, -0.07, -0.01, 0.00, -0.13]
}

Most stable: Q. Least stable: P.

## P
{
  "formula": "C4H4FN",
  "method": "ωB97M-V with the def2-TZVPD basis set",
  "mol_weight_da": 85.1,
  "lumo_ha": 0.0269,
  "species": ["N", "C", "C", "C", "C", "F", "H", "H", "H", "H"],
  "positions_angstrom": [[-2.5209, -1.3384, 0.1850], [-1.8921, -0.4033, 0.0948], [-1.0883, 0.7626, -0.0214], [0.6393, 0.2126, 0.0848], [1.6107, -0.7783, -0.1753], [2.8326, -0.4727, 0.2024], [-1.0430, 1.3123, 0.8416], [-1.0462, 1.3382, -1.0514], [0.8976, 1.0865, 0.6165], [1.6103, -1.7195, -0.7769]],
  "lowdin_charge": [0.15, -0.30, -0.09, 0.02, -0.17, 0.01, 0.05, 0.15, 0.05, 0.12]
}

## Q
{
  "formula": "C4H4FN",
  "method": "ωB97M-V with the def2-TZVPD basis set",
  "mol_weight_da": 85.1,
  "lumo_ha": 0.0372,
  "species": ["F", "C", "C", "C", "C", "N", "H", "H", "H", "H"],
  "positions_angstrom": [[2.4636, 0.0011, -0.0554], [1.1257, 0.0491, 0.0375], [0.2961, 1.1673, 0.0203], [-1.0355, 0.6205, -0.0412], [-0.9526, -0.7259, 0.0047], [0.4102, -1.0821, 0.0001], [0.5987, 2.2046, 0.1303], [-1.9083, 1.2268, -0.1231], [-1.7560, -1.4401, -0.0913], [0.7581, -2.0214, 0.1181]],
  "lowdin_charge": [0.08, -0.36, -0.02, -0.12, -0.13, 0.09, 0.10, 0.09, 0.10, 0.16]
}

Most stable: Q. Least stable: P.